81
Properties=species:S:1:pos:R:3 method="wB97M-V/def2-TZVPD" orbital_gap_ev=9.487 fmax_ev_per_a=0.629 lumo_energy_ev=0.3392 energy_ha=-4516.53789 smiles="CCOB(O)[C@@]1(CC(=O)O)C(=O)N[C@@](C[C@H](C)Br)(OC[C@H](C)O)[C@]1(O)CB(O)O.CNC(C)=O.CNC(C)=O" total_charge=0
Br -5.25539 0.37523 -3.54826
O 0.64255 -4.06701 1.52781
O 1.72146 -2.83710 -1.89226
O 4.02891 2.58216 2.78514
O 0.98920 0.50968 0.94732
O -0.19598 2.50971 -4.06974
O -1.97768 3.56356 -3.22151
O 1.86202 0.69230 -1.98491
O -1.62493 -1.70458 -1.58746
O 0.75777 2.91348 0.93265
O -3.59928 3.88880 -0.26183
O -1.66941 0.04164 0.34875
O -2.37122 2.70982 1.34586
N 4.66495 4.71611 2.54860
N 1.08482 -5.69341 3.00527
N -0.13492 -0.21386 -2.66084
C -2.48384 -0.26795 -3.21063
C 0.66049 0.64104 -1.91696
C -1.55475 0.70112 -0.89798
C -0.48829 -3.91238 3.62923
C -0.21805 1.49398 -1.01544
C 3.98588 3.46279 0.55369
C -0.77565 2.93856 -3.10955
C 4.22314 3.53298 2.04351
C -0.27027 2.89184 -1.68739
C 0.43606 0.70832 3.33518
C -4.09137 -2.21754 -3.48255
C 1.51271 0.45105 2.28384
C 4.94937 5.94425 1.83692
C 0.22273 -4.66227 -1.75475
C -3.85877 -0.84960 -2.87087
C -2.81113 1.55640 -0.95077
C -1.45893 -0.40132 -2.09120
C 0.33138 -3.16353 -1.98781
C -0.48123 -2.31827 -0.99016
C 0.98316 -6.40602 4.26104
C 0.45117 -4.55112 2.63090
B -2.91146 2.74064 0.08905
B 0.54603 1.66344 0.39092
H -0.05056 -0.14125 -3.66512
H 0.03914 -3.63445 4.54270
H 0.46105 1.73824 3.70000
H 0.29296 -5.89628 4.92564
H -4.02056 -0.89037 -1.79915
H 1.12209 -5.12079 -2.16794
H -0.82388 -0.35599 0.58919
H -2.09821 -0.82209 -4.07240
H -0.00953 -2.90739 -2.99678
H 5.99440 6.23356 1.96079
H 0.75831 3.25440 -1.72194
H -3.65910 0.88904 -0.77171
H -1.30175 -4.58943 3.89253
H -2.56215 0.77063 -3.52155
H -4.98058 -2.68603 -3.06371
H -0.63029 -5.07568 -2.29578
H 3.22525 4.18663 0.26003
H 3.63837 2.46627 0.29721
H 1.95414 -6.46318 4.75592
H 0.40905 3.01908 1.82192
H -4.22556 -2.13663 -4.56174
H -2.26855 3.46000 -4.14073
H -0.90427 -3.01905 3.17250
H -3.22204 -2.84253 -3.27541
H 0.58225 0.05558 4.19523
H -0.56107 0.52912 2.92758
H -3.50706 4.09736 -1.19669
H 1.69865 -6.06277 2.29565
H 4.32198 6.75984 2.20096
H 1.92633 -0.54961 2.39509
H 4.75635 5.81451 0.77718
H 1.82852 -1.89689 -2.08611
H 4.90416 3.67170 0.00344
H 4.80519 4.70055 3.54663
H 2.34320 1.14996 2.38663
H -2.97734 1.99033 -1.93380
H -0.83651 3.59753 -1.08076
H 0.19805 -1.59264 -0.53949
H 0.17042 -4.91397 -0.69627
H -0.85537 -2.93196 -0.17308
H -2.37425 3.60386 1.70692
H 0.61754 -7.42216 4.10370


74
Properties=species:S:1:pos:R:3 method="wB97M-V/def2-TZVPD" orbital_gap_ev=10.066 fmax_ev_per_a=1.625 de_lowest_kj_mol=0.00 lumo_energy_ev=0.4713 energy_ha=-11648.10153 smiles="CCOC(C)=O.CCOC(C)=O.CC(C)=O.CC(C)=O.CC(C)=O.BrCCBr.BrCCBr" total_charge=0
Br -3.73396 -0.89936 -5.28912
Br -1.86233 4.69787 0.01929
Br 0.53046 4.07604 2.67481
Br -1.01413 -3.28613 -2.40797
O -0.67633 -0.07549 1.21481
O -4.70072 2.68672 -3.24547
O 4.86865 -1.20950 0.66235
O 1.59032 -5.30816 2.08749
O -0.95055 0.67810 3.31034
O 3.70381 -1.16380 2.59139
O 1.93333 1.27069 -1.78900
C -4.94953 2.96427 -0.90979
C 1.99622 -4.03762 0.10392
C 3.70136 -2.90972 4.30499
C 1.36249 -0.51477 -3.26324
C 3.44320 0.67423 1.11557
C 0.11955 -1.42536 2.98014
C 1.14478 -4.64234 1.19385
C -4.76931 3.44894 -2.33098
C -4.75540 4.92344 -2.56948
C 4.31980 -2.40095 3.01090
C -1.66570 5.57618 1.76494
C -0.87202 1.22910 0.60951
C -0.34171 -4.38005 1.06343
C 4.10470 -0.65390 1.41766
C -1.71602 -2.53729 -4.06859
C -1.34117 4.59240 2.86096
C -0.53918 -0.14435 2.55282
C -2.95999 -1.78241 -3.73475
C 2.31643 0.34174 -2.46487
C 3.77298 -0.09874 -2.46122
C -1.35149 0.97977 -0.80563
H 1.56517 -0.29508 -4.32054
H -0.86019 -4.86233 1.89694
H -1.24248 1.84047 -1.46393
H 5.41007 -2.31001 3.12282
H 1.40401 -1.59474 -3.13720
H 3.59175 1.38801 1.91723
H -3.73138 -2.35894 -3.23916
H 1.59009 -4.16789 -0.89235
H -0.70161 0.19271 -1.19268
H -0.71286 -2.09351 3.19274
H 4.36972 -3.46368 4.96188
H -1.96426 3.70393 2.80525
H -3.79871 5.37358 -2.31145
H -0.77591 -4.70388 0.12076
H 3.94040 -0.90662 -1.75466
H 2.84431 -3.56660 4.11317
H -1.48665 1.88132 1.22269
H 0.89260 -1.76328 2.31269
H 2.06726 -2.97244 0.36134
H 4.22060 -3.14645 2.21371
H 3.79718 1.03842 0.15263
H 3.29477 -2.12431 4.95427
H -0.94480 -1.97522 -4.57265
H 4.02777 -0.33538 -3.50360
H -1.52016 5.03155 3.83902
H -2.76505 -0.94676 -3.06140
H -2.38596 0.63250 -0.87012
H -0.56491 -3.32602 1.24379
H -4.93268 5.07694 -3.63825
H 0.33755 -0.21033 -3.04431
H -4.14808 2.28333 -0.63561
H 2.38262 0.53501 0.86906
H -5.02645 3.80564 -0.22708
H 4.43266 0.73413 -2.21549
H 0.58736 -1.17766 3.93310
H 0.10137 1.73200 0.54544
H -0.91758 6.32859 1.58417
H 3.00914 -4.44025 0.13932
H -5.89210 2.41117 -0.87843
H -2.00324 -3.39837 -4.66652
H -5.56394 5.46649 -2.07588
H -2.63596 6.01442 2.00023


73
Properties=species:S:1:pos:R:3 method="wB97M-V/def2-TZVPD" orbital_gap_ev=7.605 fmax_ev_per_a=1.396 lumo_energy_ev=2.1451 energy_ha=-6551.57908 total_charge=-1
Br -2.51008 -5.56664 0.15593
Ga -3.17024 -3.38527 0.94187
S -5.43504 -3.11290 0.76913
S -2.23067 0.39574 1.20599
O 2.31985 -2.25122 -3.60954
O -2.90100 6.83157 6.85987
O 3.03634 -6.78277 -7.22706
O 2.30329 2.17315 -0.64575
O -2.60893 2.04569 4.16806
N -2.17399 -2.05911 -0.12410
C 0.83057 -7.52164 -7.68324
C 2.34272 -5.72190 -7.89826
C 1.39526 0.15239 -1.48898
C -2.81413 3.34195 3.60160
C -3.10758 8.12920 6.29453
C 3.41808 -2.82603 -4.32302
C 1.44788 1.66004 -1.67679
C 2.02887 -4.60070 -3.61812
C -0.93419 3.48265 5.02082
C -1.59370 2.11932 5.16809
C 1.57008 0.02145 0.01640
C -2.08754 4.33001 4.50221
C -2.37266 9.11582 7.18910
C -1.87584 6.90539 7.85465
C -2.13376 -1.01030 0.41042
C 3.48724 -4.28810 -3.90839
C 1.54240 -3.29727 -3.00556
C -1.21658 8.26742 7.70077
C 2.55156 1.14300 0.31745
C 2.21661 -7.95727 -7.23714
C 1.15361 -6.35406 -8.60410
H -2.73213 4.62973 5.33130
H 2.23385 -0.32028 -2.00361
H -0.89273 1.29449 5.03277
H 2.21780 -8.40767 -6.24401
H -4.17747 8.33105 6.23152
H 0.25332 -7.17033 -6.82477
H 0.61861 0.21025 0.51719
H -2.69330 8.12891 5.28035
H 4.33261 -2.27745 -4.09061
H -2.07208 2.01278 6.14904
H -0.50114 3.84912 5.95226
H -3.88414 3.54172 3.53012
H -2.05871 10.01511 6.66058
H 1.49881 -4.79525 -4.55500
H -1.17618 6.08000 7.71573
H -0.42808 8.21931 6.94576
H -2.34701 6.80025 8.83812
H 1.45503 -6.72638 -9.58674
H 1.72095 -3.27456 -1.92584
H -2.39218 3.34159 2.59014
H 3.02329 -5.22061 -8.58772
H 0.47387 -0.29156 -1.86383
H 1.93320 -0.95617 0.33307
H 2.43420 1.54988 1.32334
H 0.45757 2.11079 -1.55174
H 2.01610 -4.99848 -7.14310
H -1.77033 5.23068 3.97619
H -0.14003 3.43531 4.27109
H 0.26973 -8.32090 -8.16592
H 0.32517 -5.66088 -8.74279
H -2.74221 -3.22871 2.45564
H 3.58895 0.80675 0.19647
H 3.92902 -4.92683 -4.67346
H 2.65424 -8.67117 -7.94412
H 1.84112 1.95021 -2.65304
H 1.88469 -5.45676 -2.96092
H 0.48315 -3.11387 -3.18323
H -5.61959 -2.03258 -0.01739
H -0.77734 8.63353 8.62798
H -3.01263 9.41591 8.02280
H 3.21561 -2.72569 -5.39606
H 4.07795 -4.39084 -2.99434


Copy entry 2 word for word.
74
Properties=species:S:1:pos:R:3 method="wB97M-V/def2-TZVPD" orbital_gap_ev=10.066 fmax_ev_per_a=1.625 de_lowest_kj_mol=0.00 lumo_energy_ev=0.4713 energy_ha=-11648.10153 smiles="CCOC(C)=O.CCOC(C)=O.CC(C)=O.CC(C)=O.CC(C)=O.BrCCBr.BrCCBr" total_charge=0
Br -3.73396 -0.89936 -5.28912
Br -1.86233 4.69787 0.01929
Br 0.53046 4.07604 2.67481
Br -1.01413 -3.28613 -2.40797
O -0.67633 -0.07549 1.21481
O -4.70072 2.68672 -3.24547
O 4.86865 -1.20950 0.66235
O 1.59032 -5.30816 2.08749
O -0.95055 0.67810 3.31034
O 3.70381 -1.16380 2.59139
O 1.93333 1.27069 -1.78900
C -4.94953 2.96427 -0.90979
C 1.99622 -4.03762 0.10392
C 3.70136 -2.90972 4.30499
C 1.36249 -0.51477 -3.26324
C 3.44320 0.67423 1.11557
C 0.11955 -1.42536 2.98014
C 1.14478 -4.64234 1.19385
C -4.76931 3.44894 -2.33098
C -4.75540 4.92344 -2.56948
C 4.31980 -2.40095 3.01090
C -1.66570 5.57618 1.76494
C -0.87202 1.22910 0.60951
C -0.34171 -4.38005 1.06343
C 4.10470 -0.65390 1.41766
C -1.71602 -2.53729 -4.06859
C -1.34117 4.59240 2.86096
C -0.53918 -0.14435 2.55282
C -2.95999 -1.78241 -3.73475
C 2.31643 0.34174 -2.46487
C 3.77298 -0.09874 -2.46122
C -1.35149 0.97977 -0.80563
H 1.56517 -0.29508 -4.32054
H -0.86019 -4.86233 1.89694
H -1.24248 1.84047 -1.46393
H 5.41007 -2.31001 3.12282
H 1.40401 -1.59474 -3.13720
H 3.59175 1.38801 1.91723
H -3.73138 -2.35894 -3.23916
H 1.59009 -4.16789 -0.89235
H -0.70161 0.19271 -1.19268
H -0.71286 -2.09351 3.19274
H 4.36972 -3.46368 4.96188
H -1.96426 3.70393 2.80525
H -3.79871 5.37358 -2.31145
H -0.77591 -4.70388 0.12076
H 3.94040 -0.90662 -1.75466
H 2.84431 -3.56660 4.11317
H -1.48665 1.88132 1.22269
H 0.89260 -1.76328 2.31269
H 2.06726 -2.97244 0.36134
H 4.22060 -3.14645 2.21371
H 3.79718 1.03842 0.15263
H 3.29477 -2.12431 4.95427
H -0.94480 -1.97522 -4.57265
H 4.02777 -0.33538 -3.50360
H -1.52016 5.03155 3.83902
H -2.76505 -0.94676 -3.06140
H -2.38596 0.63250 -0.87012
H -0.56491 -3.32602 1.24379
H -4.93268 5.07694 -3.63825
H 0.33755 -0.21033 -3.04431
H -4.14808 2.28333 -0.63561
H 2.38262 0.53501 0.86906
H -5.02645 3.80564 -0.22708
H 4.43266 0.73413 -2.21549
H 0.58736 -1.17766 3.93310
H 0.10137 1.73200 0.54544
H -0.91758 6.32859 1.58417
H 3.00914 -4.44025 0.13932
H -5.89210 2.41117 -0.87843
H -2.00324 -3.39837 -4.66652
H -5.56394 5.46649 -2.07588
H -2.63596 6.01442 2.00023


What did the third record say?
73
Properties=species:S:1:pos:R:3 method="wB97M-V/def2-TZVPD" orbital_gap_ev=7.605 fmax_ev_per_a=1.396 lumo_energy_ev=2.1451 energy_ha=-6551.57908 total_charge=-1
Br -2.51008 -5.56664 0.15593
Ga -3.17024 -3.38527 0.94187
S -5.43504 -3.11290 0.76913
S -2.23067 0.39574 1.20599
O 2.31985 -2.25122 -3.60954
O -2.90100 6.83157 6.85987
O 3.03634 -6.78277 -7.22706
O 2.30329 2.17315 -0.64575
O -2.60893 2.04569 4.16806
N -2.17399 -2.05911 -0.12410
C 0.83057 -7.52164 -7.68324
C 2.34272 -5.72190 -7.89826
C 1.39526 0.15239 -1.48898
C -2.81413 3.34195 3.60160
C -3.10758 8.12920 6.29453
C 3.41808 -2.82603 -4.32302
C 1.44788 1.66004 -1.67679
C 2.02887 -4.60070 -3.61812
C -0.93419 3.48265 5.02082
C -1.59370 2.11932 5.16809
C 1.57008 0.02145 0.01640
C -2.08754 4.33001 4.50221
C -2.37266 9.11582 7.18910
C -1.87584 6.90539 7.85465
C -2.13376 -1.01030 0.41042
C 3.48724 -4.28810 -3.90839
C 1.54240 -3.29727 -3.00556
C -1.21658 8.26742 7.70077
C 2.55156 1.14300 0.31745
C 2.21661 -7.95727 -7.23714
C 1.15361 -6.35406 -8.60410
H -2.73213 4.62973 5.33130
H 2.23385 -0.32028 -2.00361
H -0.89273 1.29449 5.03277
H 2.21780 -8.40767 -6.24401
H -4.17747 8.33105 6.23152
H 0.25332 -7.17033 -6.82477
H 0.61861 0.21025 0.51719
H -2.69330 8.12891 5.28035
H 4.33261 -2.27745 -4.09061
H -2.07208 2.01278 6.14904
H -0.50114 3.84912 5.95226
H -3.88414 3.54172 3.53012
H -2.05871 10.01511 6.66058
H 1.49881 -4.79525 -4.55500
H -1.17618 6.08000 7.71573
H -0.42808 8.21931 6.94576
H -2.34701 6.80025 8.83812
H 1.45503 -6.72638 -9.58674
H 1.72095 -3.27456 -1.92584
H -2.39218 3.34159 2.59014
H 3.02329 -5.22061 -8.58772
H 0.47387 -0.29156 -1.86383
H 1.93320 -0.95617 0.33307
H 2.43420 1.54988 1.32334
H 0.45757 2.11079 -1.55174
H 2.01610 -4.99848 -7.14310
H -1.77033 5.23068 3.97619
H -0.14003 3.43531 4.27109
H 0.26973 -8.32090 -8.16592
H 0.32517 -5.66088 -8.74279
H -2.74221 -3.22871 2.45564
H 3.58895 0.80675 0.19647
H 3.92902 -4.92683 -4.67346
H 2.65424 -8.67117 -7.94412
H 1.84112 1.95021 -2.65304
H 1.88469 -5.45676 -2.96092
H 0.48315 -3.11387 -3.18323
H -5.61959 -2.03258 -0.01739
H -0.77734 8.63353 8.62798
H -3.01263 9.41591 8.02280
H 3.21561 -2.72569 -5.39606
H 4.07795 -4.39084 -2.99434